[1]
ORCA calculation (ωB97M-V with the def2-TZVPD basis set) on 2 unconnected molecules or ions with the total composition C32H29BF6O4S.

The value obtained for the HOMO-LUMO gap is 4.7 eV. The total energy comes out at -69656.5856 eV.

CARTESIAN COORDINATES (ANGSTROEM)
C 2.80 3.29 -3.96
C 2.73 2.52 -2.69
C 3.02 3.01 -1.42
C 2.76 2.10 -0.37
C 2.26 0.86 -0.79
B 6.43 -1.77 0.06
C 1.23 0.12 -0.13
C 0.54 -0.92 -0.80
C -0.63 -1.42 -0.26
C -1.34 -2.49 -1.04
F -2.42 -3.01 -0.39
F -1.78 -2.02 -2.25
F -0.49 -3.54 -1.30
C -1.13 -0.94 0.95
C -0.40 0.02 1.65
C -0.90 0.61 2.94
F 0.12 0.62 3.87
F -1.30 1.91 2.78
F -1.94 -0.07 3.49
C 0.80 0.50 1.17
O 6.27 -1.44 -1.27
C 6.40 -0.01 -1.30
C 6.81 0.43 0.11
O 6.97 -0.80 0.89
S 2.32 0.84 -2.58
H 2.54 4.34 -3.78
H 3.81 3.28 -4.38
H 2.11 2.89 -4.70
H 3.37 4.03 -1.28
H 2.83 2.37 0.68
H 0.91 -1.30 -1.76
H -2.07 -1.29 1.33
H 1.41 1.19 1.76
H 7.18 0.23 -2.05
H 5.44 0.45 -1.60
H 7.77 0.97 0.11
H 6.05 1.05 0.60
C 9.38 -4.51 1.51
O 8.37 -4.65 0.47
C 7.10 -4.24 0.70
C 6.16 -4.38 -0.37
C 5.02 -3.61 -0.36
C 4.93 -2.52 0.63
C 3.68 -1.62 0.62
C 2.94 -1.62 1.83
C 1.83 -2.38 2.20
C 1.30 -2.44 3.54
C -0.06 -2.80 3.77
C -0.63 -2.73 5.02
C 0.16 -2.38 6.15
O -0.49 -2.24 7.35
C 0.28 -1.98 8.55
C 1.54 -2.13 5.97
C 2.08 -2.16 4.70
C 5.51 -2.90 1.93
C 6.66 -3.66 1.93
H 10.26 -4.95 1.05
H 9.57 -3.46 1.76
H 9.10 -5.07 2.41
H 6.40 -5.07 -1.18
H 4.19 -3.81 -1.04
H 3.31 -1.29 -0.34
H 3.40 -1.02 2.63
H 1.33 -2.97 1.43
H -0.69 -3.12 2.94
H -1.69 -2.90 5.21
H -0.49 -1.87 9.32
H 0.94 -2.82 8.79
H 0.86 -1.05 8.45
H 2.16 -1.89 6.84
H 3.14 -1.96 4.56
H 5.03 -2.62 2.87
H 7.28 -3.78 2.82

***

[2]
ORCA calculation (ωB97M-V with the def2-TZVPD basis set) on a molecular structure, C32H29BN10O5PtS.

As for the expectation value of S²: 8.837. Its spin multiplicity is 6. As for the charge: +3. The value obtained for the HOMO-LUMO gap (alpha / beta) is 6.8 / 4.7 eV. The total energy comes out at -73519.2226 eV.

CARTESIAN COORDINATES (ANGSTROEM)
Pt -2.02 0.22 0.73
C 2.53 0.13 0.82
C 1.37 0.75 1.19
N 0.27 -0.13 1.01
N 0.64 -1.21 0.47
C 2.00 -1.06 0.36
B -0.36 -2.50 0.13
N -1.09 -2.02 -1.09
C -1.17 -2.58 -2.32
C -2.12 -1.87 -2.98
C -2.60 -0.88 -2.09
N -1.95 -0.97 -0.94
N -1.25 -2.57 1.37
C -1.67 -3.70 1.92
C -2.69 -3.37 2.79
C -2.85 -1.99 2.67
N -1.92 -1.49 1.84
N 0.54 -3.65 0.07
C 1.34 -4.13 1.11
C 2.20 -5.12 0.60
C 1.86 -5.09 -0.83
N 0.91 -4.23 -1.08
H 3.49 0.52 0.71
H 1.32 1.79 1.50
H 2.65 -1.92 0.02
H -0.47 -3.36 -2.73
H -2.50 -1.95 -3.94
H -3.37 -0.12 -2.19
H -1.25 -4.67 1.75
H -3.24 -4.05 3.39
H -3.65 -1.34 3.11
H 1.13 -3.79 2.09
H 2.84 -5.71 1.17
H 2.24 -5.67 -1.65
O -0.95 1.58 8.55
C -1.85 1.02 7.86
O -2.82 0.40 8.46
C -1.99 1.14 6.38
C -0.97 1.03 5.41
C -1.23 0.95 4.15
C -2.59 1.25 3.65
C -3.62 1.53 4.65
C -3.36 1.32 5.95
N -2.76 1.28 2.28
C -3.47 2.30 1.78
C -3.31 2.65 0.44
C -4.19 3.53 -0.26
C -3.95 3.80 -1.58
C -2.89 3.12 -2.23
C -2.17 2.16 -1.51
N -2.38 1.89 -0.19
H -0.08 1.73 8.14
H 0.05 1.06 5.66
H -0.51 0.87 3.38
H -4.59 1.82 4.28
H -4.21 1.43 6.64
H -4.28 2.68 2.41
H -4.97 3.99 0.28
H -4.58 4.53 -2.11
H -2.68 3.49 -3.22
H -1.42 1.57 -2.06
C 5.65 1.88 -7.35
C 5.15 1.55 -6.01
C 5.15 2.60 -5.05
C 4.61 2.34 -3.81
C 3.92 1.13 -3.63
C 3.92 0.08 -4.62
C 4.57 0.28 -5.77
S 3.07 0.77 -2.11
O 3.17 1.98 -1.39
O 1.73 0.29 -2.43
O 3.85 -0.38 -1.62
H 6.76 1.91 -7.39
H 5.35 2.89 -7.62
H 5.38 1.12 -8.14
H 5.60 3.55 -5.27
H 4.65 3.00 -2.98
H 3.43 -0.90 -4.42
H 4.63 -0.47 -6.56

***

[3]
ORCA calculation (ωB97M-V with the def2-TZVPD basis set) on a molecular structure, C32H29Cl2ErIN5O8.

As for the expectation value of S²: 3.752. Its spin multiplicity is 4. The value obtained for the HOMO-LUMO gap (alpha / beta) is 7.4 / 7.4 eV. The total energy comes out at -118260.5431 eV.

CARTESIAN COORDINATES (ANGSTROEM)
Er -0.39 -0.13 -0.15
O -1.91 -2.01 -3.24
C -1.11 -2.03 -2.32
O -0.23 -1.10 -2.08
C -1.00 -3.27 -1.41
C 0.39 -3.33 -0.76
C 0.67 -4.73 -0.21
C -0.25 -4.77 1.03
C -0.89 -3.38 0.97
O 0.18 -2.55 0.45
C -1.93 -3.29 -0.16
C -2.80 -2.04 0.11
O -3.83 -2.19 0.74
O -2.31 -0.91 -0.29
H -1.19 -4.13 -2.05
H 1.19 -2.91 -1.35
H 1.72 -4.83 0.07
H 0.43 -5.50 -0.95
H 0.31 -4.88 1.95
H -1.01 -5.55 0.98
H -1.25 -3.01 1.92
H -2.61 -4.14 -0.16
C -3.19 2.03 2.84
C -2.38 3.00 3.41
C -1.18 3.33 2.79
C -0.82 2.67 1.63
N -1.60 1.72 1.09
C -2.76 1.41 1.68
C 0.41 3.00 0.85
C 1.27 4.02 1.21
C 2.35 4.31 0.40
C 2.53 3.59 -0.77
C 1.63 2.57 -1.05
N 0.60 2.27 -0.26
H -4.14 1.75 3.28
H -2.68 3.50 4.32
H -0.55 4.09 3.23
H -3.34 0.63 1.20
H 1.11 4.59 2.12
H 3.04 5.10 0.66
H 3.35 3.79 -1.44
H 1.73 1.97 -1.94
Cl 3.48 -2.57 6.12
C 2.78 -1.77 4.74
C 3.63 -1.21 3.78
C 3.11 -0.56 2.70
Cl 4.17 0.23 1.58
C 1.69 -0.45 2.46
O 1.21 0.19 1.48
C 0.88 -1.04 3.48
C -0.55 -1.01 3.32
O -1.14 -0.65 2.31
C 1.43 -1.68 4.60
H 4.71 -1.28 3.90
H -1.14 -1.37 4.18
H 0.77 -2.10 5.35
N -3.11 4.07 -5.06
C -2.63 3.25 -4.08
C -2.69 3.60 -2.72
C -2.15 2.75 -1.78
N -1.55 1.59 -2.06
C -1.52 1.25 -3.35
C -2.02 2.03 -4.37
H -3.74 4.80 -4.79
H -3.24 3.68 -5.98
H -3.17 4.52 -2.42
H -2.20 3.03 -0.74
H -1.10 0.28 -3.57
H -1.95 1.68 -5.40
N 2.22 -0.53 -3.28
C 2.72 -0.76 -2.05
O 2.13 -0.46 -1.02
C 4.12 -1.32 -1.98
I 4.16 -3.34 -2.73
H 1.21 -0.48 -3.30
H 2.68 -0.92 -4.09
H 4.45 -1.36 -0.95
H 4.82 -0.76 -2.59